(1)
A 4-piece molecular cluster, C3H15NO3 overall at a distorted geometry. Source: OMol25; level of theory: ωB97M-V/def2-TZVPD.

CARTESIAN COORDINATES (ANGSTROEM)
C -1.453 1.054 -0.831
N -0.930 -0.183 -0.313
C -1.904 -1.194 0.153
C -0.156 -0.964 -1.334
H -2.466 1.254 -0.473
H -1.513 1.006 -1.980
H -0.805 1.874 -0.552
H -1.282 -1.923 0.719
H -2.717 -0.813 0.873
H -2.308 -1.765 -0.720
H 0.000 -2.149 -1.153
H 0.900 -0.491 -1.232
H -0.621 -1.047 -2.376
H 2.160 1.555 0.112
H 3.050 1.523 -0.884
O 2.288 1.971 -0.690
H -0.431 0.598 2.443
H 0.024 0.449 0.998
O 0.325 0.455 1.934
H 2.416 -1.065 1.447
H 2.426 0.177 2.203
O 2.995 -0.321 1.655

Calculated values
**ΔE to the lowest compared entry with this formula, charge and spin**: 222.5 kJ/mol
**F_max**: 0.0795 Eh/bohr
**Gap between HOMO and LUMO**: 10.00 eV
**DFT total energy**: -403.7025 Ha

***

(2)
A 4-piece molecular cluster, C3H15NO3 overall at a distorted geometry. Source: OMol25; level of theory: ωB97M-V/def2-TZVPD.

CARTESIAN COORDINATES (ANGSTROEM)
C -1.999 -0.864 -1.478
N -1.914 0.236 -0.576
C -0.594 0.664 -0.166
C -2.856 1.326 -0.672
H -2.922 -0.791 -2.058
H -1.890 -1.858 -1.045
H -1.280 -0.790 -2.321
H -0.565 1.165 0.802
H -0.049 -0.255 -0.044
H -0.108 1.312 -0.908
H -2.659 2.007 0.164
H -3.856 1.046 -0.321
H -2.821 1.880 -1.615
H 7.067 1.863 0.426
H 5.705 2.144 1.010
O 6.507 2.587 0.719
H -1.483 -0.828 1.277
H -0.949 -2.299 1.251
O -1.527 -1.691 1.713
H 2.258 -2.121 1.918
H 3.269 -2.726 0.867
O 2.668 -2.005 1.061

Calculated values
**ΔE to the lowest compared entry with this formula, charge and spin**: 177.9 kJ/mol
**F_max**: 0.0376 Eh/bohr
**Gap between HOMO and LUMO**: 8.87 eV
**DFT total energy**: -403.7195 Ha

***

(3)
A 4-piece molecular cluster, C3H15NO3 overall at a distorted geometry. Source: OMol25; level of theory: ωB97M-V/def2-TZVPD.

CARTESIAN COORDINATES (ANGSTROEM)
C -2.271 1.249 0.508
N -1.537 1.325 -0.731
C -2.303 0.948 -1.875
C -0.666 2.499 -0.778
H -2.802 0.223 0.504
H -3.148 2.013 0.691
H -1.710 1.348 1.517
H -2.531 -0.113 -1.790
H -3.298 1.561 -1.863
H -1.896 1.338 -2.851
H -0.246 2.591 -1.798
H 0.208 2.344 -0.058
H -1.226 3.424 -0.559
H 3.525 -1.536 4.611
H 2.930 -0.934 3.540
O 3.506 -0.676 4.226
H 0.704 -1.367 0.070
H -0.668 -1.878 -0.262
O 0.196 -2.164 -0.030
H 1.475 -2.460 -1.309
H 2.978 -1.862 -1.502
O 2.286 -2.427 -1.815

Calculated values
**ΔE to the lowest compared entry with this formula, charge and spin**: 220.7 kJ/mol
**F_max**: 0.0637 Eh/bohr
**Gap between HOMO and LUMO**: 8.80 eV
**DFT total energy**: -403.7032 Ha

***

(4)
A 4-piece molecular cluster, C3H15NO4 overall at a distorted geometry. Source: OMol25; level of theory: ωB97M-V/def2-TZVPD.

CARTESIAN COORDINATES (ANGSTROEM)
C -1.871 -1.191 0.820
C -1.975 0.131 -0.009
C -1.915 -0.116 -1.518
O -1.452 1.113 -2.170
N -1.048 -0.892 2.080
H -1.523 -1.898 0.124
H -2.909 -1.466 1.208
H -1.233 0.858 0.266
H -3.033 0.711 0.165
H -2.828 -0.396 -2.022
H -1.227 -0.935 -1.995
H -0.603 1.355 -1.787
H -0.012 -0.727 1.994
H -1.102 -1.699 2.755
H 1.796 1.345 2.018
H 2.891 0.557 1.478
O 2.034 0.789 1.255
H 3.993 -0.100 -0.431
H 4.235 -1.660 -0.532
O 4.023 -0.868 0.093
H 1.713 1.389 -1.821
H 1.082 1.865 -0.534
O 0.964 1.836 -1.437

Calculated values
**ΔE to the lowest compared entry with this formula, charge and spin**: 313.7 kJ/mol
**F_max**: 0.1016 Eh/bohr
**Spin multiplicity**: 2
**Total charge**: +1
**Expectation value of S²**: 0.757
**Gap between HOMO and LUMO (spin up / spin down)**: 10.66 / 3.87 eV
**DFT total energy**: -478.6101 Ha

***

(5)
A 4-piece molecular cluster, C3H16N2O3 overall at a distorted geometry. Source: OMol25; level of theory: ωB97M-V/def2-TZVPD.

CARTESIAN COORDINATES (ANGSTROEM)
N 0.973 -2.064 -3.545
C 0.878 -1.817 -2.113
C 0.626 -0.336 -1.817
N 0.345 -0.210 -0.378
C 0.536 1.213 0.028
H 0.234 -1.547 -3.978
H 1.837 -2.224 -4.027
H -0.086 -2.340 -1.849
H 1.593 -2.444 -1.578
H 1.445 0.207 -2.279
H -0.238 0.049 -2.405
H 1.130 -0.717 0.079
H -0.326 1.870 -0.254
H 0.583 1.307 1.119
H 1.412 1.547 -0.548
H -3.911 2.211 6.052
H -2.663 2.979 6.342
O -3.435 2.999 5.755
H 1.304 -4.203 -3.188
H 0.966 -5.578 -3.856
O 1.290 -5.160 -3.054
H -2.310 4.649 5.148
H -0.788 5.082 4.921
O -1.395 4.526 5.425

Calculated values
**ΔE to the lowest compared entry with this formula, charge and spin**: 163.7 kJ/mol
**F_max**: 0.0569 Eh/bohr
**Gap between HOMO and LUMO**: 9.96 eV
**DFT total energy**: -459.0737 Ha

***

(6)
C3H16N2O3 as an isolated structure at a distorted geometry. Source: OMol25; level of theory: ωB97M-V/def2-TZVPD.

CARTESIAN COORDINATES (ANGSTROEM)
N -1.014 3.534 -0.055
C 0.948 1.009 1.611
C 1.131 0.217 0.304
C 0.090 0.756 -0.812
N -1.194 1.073 -0.258
H -0.936 4.116 -0.893
H 0.605 2.000 1.258
H 0.091 0.589 2.146
H 1.841 1.175 2.196
H 2.107 0.427 -0.145
H 0.989 -0.840 0.538
H 0.095 -0.100 -1.497
H 0.525 1.650 -1.280
H -1.247 2.206 -0.255
H -1.818 0.561 -0.890
H 0.836 -2.004 -2.994
H 0.371 -1.820 -1.518
O 0.725 -1.340 -2.305
H -0.222 -2.308 0.928
H -0.507 -3.553 -0.321
O -0.432 -2.592 -0.255
H -1.695 4.010 0.544
H -0.817 -2.193 2.568
O -0.027 -2.037 2.033

Calculated values
**ΔE to the lowest compared entry with this formula, charge and spin**: 833.8 kJ/mol
**F_max**: 0.0595 Eh/bohr
**Gap between HOMO and LUMO**: 3.34 eV
**DFT total energy**: -458.8184 Ha

***

> Number 2 is which compound?

C3H15NO3

***

> The lowest DFT total energy belongs to which entry?

C3H15NO4

***

> Which of these has the highest F_max?

C3H15NO4